Entry 1:
Entry from the OMol25 dataset: a molecular structure, C32H27AsIrN2O6PSSe (ωB97M-V/def2-TZVPD).

Results
Total charge: +1
Spin multiplicity: 2
Expectation value of S²: 0.76
Energy relative to the best compared isomer or geometry (same formula, charge and spin) (kJ/mol): 0.0
Kohn-Sham gap (spin up / spin down) (eV): 8.3 / 6.4
Total energy (Eh): -7277.5052
LUMO (spin up / spin down) (eV): -3.144 / -4.989

XYZ file:
```
72
Properties=species:S:1:pos:R:3:forces:R:3
Ir 1.23410 0.75508 1.11010 0.05 0.23 -0.42
O 2.04322 4.92655 0.65356 -0.01 -0.04 0.00
As 1.27835 3.51996 1.32297 -0.08 -0.07 0.00
O 2.45618 2.42727 1.84438 -0.06 -0.07 -0.06
O 0.46856 2.54511 0.19796 0.16 0.12 0.14
C 0.03045 4.27380 2.55312 0.06 0.08 -0.02
C 0.18163 5.61668 2.87519 0.00 -0.03 -0.01
C -0.71636 6.22631 3.74117 0.00 0.02 0.01
C -1.75610 5.49510 4.28542 -0.01 0.01 0.01
C -1.90760 4.15022 3.97201 0.00 -0.03 -0.01
C -1.02370 3.53658 3.10188 0.01 0.02 0.05
S -1.33140 1.81329 2.75228 0.00 -0.07 -0.09
O -1.99289 1.26448 3.89172 0.00 0.02 0.04
O 0.11798 1.27552 2.69821 -0.13 -0.10 0.02
O -1.96568 1.71213 1.46816 0.07 -0.02 0.04
H 2.92360 4.69560 0.32594 0.00 0.02 -0.01
H 0.99664 6.18485 2.44953 0.00 0.00 0.00
H -0.59383 7.27157 3.98973 0.00 0.00 0.00
H -2.45280 5.96481 4.96647 0.00 0.00 0.00
H -2.70201 3.56368 4.41227 0.00 0.00 0.00
C -3.37306 -2.07021 3.54499 -0.01 -0.01 0.00
C -2.03154 -2.12846 3.89489 0.02 -0.01 -0.01
C -1.06064 -1.80070 2.96536 -0.05 0.00 0.00
C -1.43758 -1.41057 1.67969 0.02 -0.04 0.02
C -2.78379 -1.34856 1.33110 0.00 0.02 -0.01
C -3.74851 -1.68299 2.26723 0.00 0.00 0.00
P -0.15054 -0.95221 0.51133 0.02 0.05 -0.02
C -0.90274 -0.94486 -1.11416 -0.06 0.02 0.02
C -1.34049 0.28616 -1.60475 0.03 -0.07 0.02
C -2.11064 0.31755 -2.75995 -0.03 0.00 0.00
C -2.44129 -0.86233 -3.41280 0.02 0.03 -0.02
C -1.99649 -2.08559 -2.92697 0.05 0.00 0.01
C -1.23124 -2.12908 -1.77278 0.02 -0.03 -0.03
C 1.24144 -2.03173 0.84863 0.04 0.00 0.06
C 1.56192 -3.38134 0.85802 -0.01 -0.04 0.00
C 2.77400 -3.74196 1.43143 -0.02 -0.04 -0.02
C 3.61864 -2.78214 1.99739 0.04 0.07 0.02
C 3.29478 -1.43387 1.98648 -0.03 -0.07 -0.02
C 2.08215 -1.05795 1.40768 0.07 0.04 0.14
H -4.13053 -2.32276 4.27507 0.00 0.00 0.00
H -1.74126 -2.41904 4.89526 0.00 0.00 0.00
H -0.01493 -1.83401 3.24542 0.00 0.00 0.01
H -3.07970 -1.02708 0.34094 -0.01 0.01 0.01
H -4.79548 -1.63127 2.00097 0.00 0.00 -0.01
H -1.09803 1.19962 -1.06969 -0.02 0.00 0.01
H -2.47429 1.26547 -3.13617 -0.01 0.00 0.00
H -3.05526 -0.83102 -4.30384 0.00 0.00 0.00
H -2.25539 -3.00151 -3.44105 0.00 -0.01 0.01
H -0.90401 -3.08453 -1.37787 -0.02 0.00 0.01
H 0.89252 -4.13452 0.46082 -0.01 0.01 0.00
H 3.06416 -4.78405 1.46066 0.00 0.00 0.00
H 4.54773 -3.10347 2.45056 0.00 0.00 0.00
H 3.96138 -0.69616 2.41341 0.01 0.00 0.00
C 1.17380 1.56901 -3.52506 0.04 0.01 -0.06
N 1.55203 0.20420 -3.18660 0.08 -0.07 -0.07
C 2.19131 -0.19970 -2.08452 -0.15 0.08 0.06
Se 2.89365 0.90295 -0.72714 -0.11 -0.04 0.15
N 2.30324 -1.53384 -2.12389 0.06 0.00 -0.03
C 1.72975 -2.02367 -3.28655 0.03 0.02 -0.03
C 1.59009 -3.30973 -3.79217 0.00 0.00 0.01
C 0.96261 -3.42302 -5.01650 0.00 0.01 -0.02
C 0.49332 -2.29754 -5.71254 -0.02 -0.01 0.01
C 0.63341 -1.02103 -5.20649 -0.03 0.01 0.02
C 1.26324 -0.90813 -3.97342 -0.10 -0.03 0.03
H 1.44615 2.22014 -2.70003 0.00 0.01 0.02
H 0.09711 1.61143 -3.67695 0.02 -0.03 -0.01
H 1.68876 1.87204 -4.43525 0.02 0.03 0.02
H 2.74054 -2.06590 -1.38639 0.02 0.00 0.01
H 1.96202 -4.17538 -3.26101 0.00 0.00 0.00
H 0.83713 -4.40260 -5.45710 -0.01 0.00 0.00
H 0.00875 -2.43711 -6.66917 0.01 0.00 0.00
H 0.26344 -0.15556 -5.73860 0.01 0.00 -0.01
```
Forces are in eV/Å.

Which charges does Löwdin predict for the atoms? In e, they are:
1 Ir 1.157
2 O -0.202
3 As 0.929
4 O -0.564
5 O -0.590
6 C -0.234
7 C -0.069
8 C -0.049
9 C -0.038
10 C -0.034
11 C -0.248
12 S 0.527
13 O -0.249
14 O -0.510
15 O -0.284
16 H 0.069
17 H 0.105
18 H 0.116
19 H 0.118
20 H 0.121
21 C -0.055
22 C -0.059
23 C -0.082
24 C -0.334
25 C -0.072
26 C -0.053
27 P 0.980
28 C -0.357
29 C -0.088
30 C -0.068
31 C -0.061
32 C -0.066
33 C -0.077
34 C -0.398
35 C -0.069
36 C -0.061
37 C -0.053
38 C -0.076
39 C -0.429
40 H 0.113
41 H 0.115
42 H 0.114
43 H 0.111
44 H 0.113
45 H 0.090
46 H 0.117
47 H 0.114
48 H 0.115
49 H 0.115
50 H 0.113
51 H 0.112
52 H 0.114
53 H 0.116
54 C 0.010
55 N -0.039
56 C -0.607
57 Se 0.864
58 N 0.158
59 C -0.174
60 C 0.004
61 C -0.060
62 C -0.059
63 C 0.008
64 C -0.154
65 H 0.062
66 H 0.087
67 H 0.110
68 H 0.155
69 H 0.121
70 H 0.114
71 H 0.114
72 H 0.123

***

Entry 2:
Entry from the OMol25 dataset: a molecular structure, C32H27F2N4O3Zr (ωB97M-V/def2-TZVPD).

Results
Total charge: +1
Energy relative to the best compared isomer or geometry (same formula, charge and spin) (kJ/mol): 37.3
Kohn-Sham gap (eV): 6.6
Total energy (Eh): -1926.9502
LUMO (eV): -3.496

XYZ file:
```
69
Properties=species:S:1:pos:R:3:forces:R:3
Zr -1.79157 -1.61705 -1.18756 -0.46 0.51 0.18
C 8.02560 5.11679 5.36037 -0.01 0.01 0.00
O 7.49240 5.65655 4.15941 0.02 0.00 0.00
C 6.59294 4.92552 3.47457 -0.03 -0.02 0.00
C 6.12984 3.66962 3.88063 0.02 0.03 0.00
C 5.20500 2.99758 3.10500 -0.03 -0.04 -0.02
C 4.73275 3.56323 1.92370 -0.01 0.06 0.07
C 5.20254 4.81440 1.52404 -0.02 0.00 -0.03
C 6.12139 5.49449 2.28975 0.01 0.00 0.01
N 3.79495 2.95850 1.06121 0.09 -0.04 -0.05
N 3.31827 1.87812 1.44555 -0.01 -0.01 -0.01
C 2.44732 1.27611 0.50058 -0.08 -0.04 -0.01
C 2.48525 1.51509 -0.84964 0.03 0.04 0.00
C 1.61921 0.85807 -1.74562 0.00 -0.01 0.01
C 0.70199 -0.04270 -1.27682 0.03 -0.05 -0.02
O -0.19246 -0.70819 -2.03482 0.06 -0.07 0.06
C 0.65823 -0.32000 0.11292 -0.10 0.02 -0.07
N -0.28491 -1.23165 0.51931 0.01 -0.23 -0.01
C -0.33501 -1.56456 1.79778 0.02 0.04 0.01
C 0.51414 -0.99737 2.75500 0.00 0.00 -0.01
C 1.42887 -0.05188 2.36837 0.01 0.01 0.00
C 1.52604 0.31942 1.01039 0.08 -0.09 0.07
H 8.73354 5.85255 5.72825 0.00 0.00 0.00
H 8.54531 4.17534 5.17119 0.00 0.00 0.00
H 7.24133 4.96350 6.10455 0.00 0.00 0.00
H 6.48876 3.21630 4.79249 0.00 0.00 0.00
H 4.84901 2.02297 3.40832 0.00 0.00 0.00
H 4.82689 5.23728 0.60137 0.00 0.00 0.00
H 6.49600 6.46553 1.99707 0.00 0.00 0.00
H 3.20895 2.22537 -1.22483 0.00 0.00 -0.01
H 1.67189 1.05950 -2.80717 0.00 0.01 0.00
H -1.07302 -2.30437 2.08061 0.01 0.00 0.00
H 0.43127 -1.30883 3.78592 -0.01 0.00 0.00
H 2.09159 0.41258 3.08538 0.00 0.00 0.00
F -4.68755 -4.33977 2.93285 0.00 -0.01 0.00
C -4.40749 -4.24331 1.62907 0.00 0.01 0.00
C -3.59601 -3.21179 1.18693 -0.01 0.00 0.00
C -3.29505 -3.08022 -0.16444 0.45 -0.14 0.01
C -3.87324 -4.00001 -1.07137 0.07 -0.02 -0.06
C -4.63792 -5.05101 -0.56895 -0.10 0.07 0.03
F -5.13215 -5.99570 -1.38994 -0.01 0.01 0.00
C -4.92248 -5.19319 0.77306 0.01 -0.01 0.00
C -3.64611 -3.79338 -2.51994 -0.04 0.03 0.08
C -4.40116 -4.37019 -3.54021 0.08 -0.07 -0.04
C -4.09142 -4.10286 -4.85994 0.01 0.01 0.00
C -3.03001 -3.26146 -5.17245 -0.01 -0.01 -0.01
C -2.35008 -2.68321 -4.12954 0.00 0.01 0.01
N -2.65818 -2.92168 -2.84165 0.07 0.07 0.03
H -3.22900 -2.51300 1.93016 0.00 -0.01 0.01
H -5.52631 -6.01490 1.12972 0.00 0.00 0.00
H -5.21998 -5.02599 -3.29966 0.00 0.00 0.00
H -4.67920 -4.55345 -5.64867 0.00 0.00 0.00
H -2.75144 -3.04568 -6.19299 0.00 0.00 0.00
H -1.52987 -1.99595 -4.30709 0.00 0.00 0.00
C -3.81726 2.39573 -1.42381 0.03 0.01 0.08
C -2.81383 1.27564 -1.67986 -0.13 -0.08 -0.10
C -3.07075 0.63938 -3.05138 0.00 0.06 -0.03
C -2.88819 0.17920 -0.60449 0.02 0.05 -0.26
H -3.71886 3.18939 -2.16653 0.00 0.00 0.00
H -3.67458 2.83435 -0.43552 0.00 0.00 0.00
H -4.83839 2.00969 -1.47388 0.00 0.00 0.00
H -1.80319 1.69574 -1.68400 -0.01 0.04 0.01
H -3.91540 -0.05818 -3.00157 -0.02 0.02 -0.02
H -2.18370 0.11573 -3.42673 -0.02 -0.05 0.02
H -3.32020 1.38294 -3.80975 0.04 0.00 -0.01
H -3.93729 -0.12577 -0.47676 0.00 0.00 0.06
H -2.52641 0.54103 0.36489 -0.06 -0.03 0.04
O 0.23062 -3.68073 -1.57301 0.11 0.03 -0.14
C 1.03782 -3.52517 -2.34981 -0.07 -0.12 0.14
```
Forces are in eV/Å.

Which charges does Löwdin predict for the atoms? In e, they are:
1 Zr 1.776
2 C -0.066
3 O -0.065
4 C -0.275
5 C -0.008
6 C -0.014
7 C -0.264
8 C -0.014
9 C 0.009
10 N 0.076
11 N 0.065
12 C -0.193
13 C 0.011
14 C 0.030
15 C -0.330
16 O -0.299
17 C -0.155
18 N -0.015
19 C -0.087
20 C -0.015
21 C 0.044
22 C -0.079
23 H 0.096
24 H 0.097
25 H 0.097
26 H 0.104
27 H 0.104
28 H 0.115
29 H 0.124
30 H 0.115
31 H 0.128
32 H 0.105
33 H 0.117
34 H 0.121
35 F 0.091
36 C -0.267
37 C -0.065
38 C -0.185
39 C -0.150
40 C -0.209
41 F 0.077
42 C 0.088
43 C -0.184
44 C 0.027
45 C -0.010
46 C -0.029
47 C -0.122
48 N -0.051
49 H 0.096
50 H 0.143
51 H 0.119
52 H 0.125
53 H 0.119
54 H 0.116
55 C -0.080
56 C -0.507
57 C -0.099
58 C -0.284
59 H 0.081
60 H 0.081
61 H 0.086
62 H 0.124
63 H 0.085
64 H 0.045
65 H 0.090
66 H 0.071
67 H 0.068
68 O -0.016
69 C 0.075

***

What is the formula in the first record?
C32H27AsIrN2O6PSSe